The following is a quantum chemistry calculation of a 15-piece molecular cluster, C86H217N15O28 overall, from the Open Molecules 2025 dataset.

Geometry as XYZ:
```
346
Properties=species:S:1:pos:R:3:mulliken_charge:R:1
C 3.884 11.768 -7.602 -0.784
O 4.120 10.719 -6.699 -0.305
C 3.806 9.397 -7.191 -0.744
C 4.036 8.561 -6.044 0.330
N 5.473 8.372 -5.821 -0.442
C 5.842 7.965 -4.481 -1.027
C 5.513 6.455 -4.217 -0.424
O 4.131 6.329 -3.857 -0.251
C 3.771 4.971 -3.546 -0.963
H 4.412 12.630 -7.193 0.250
H 2.849 12.085 -7.733 0.262
H 4.428 11.524 -8.515 0.336
H 4.408 9.226 -8.083 0.424
H 2.755 9.374 -7.479 0.414
H 3.558 7.592 -6.187 -0.263
H 3.578 8.931 -5.127 0.201
H 5.957 9.223 -6.069 0.325
H 5.405 8.534 -3.659 0.352
H 6.908 8.074 -4.285 0.536
H 6.110 6.317 -3.316 0.330
H 5.786 5.694 -4.949 0.288
H 3.939 4.229 -4.327 0.305
H 2.756 4.826 -3.176 0.244
H 4.440 4.643 -2.751 0.506
C -7.358 -12.521 0.872 -0.990
O -6.537 -11.766 0.005 -0.055
C -6.120 -12.427 -1.134 -0.639
C -4.861 -13.296 -0.776 -0.702
N -3.588 -12.694 -1.243 -0.463
C -3.253 -11.470 -0.561 0.582
C -2.275 -10.627 -1.387 -1.005
O -1.725 -9.610 -0.496 -0.185
C -1.009 -8.657 -1.285 -0.752
H -7.736 -11.948 1.719 0.261
H -6.829 -13.386 1.272 0.351
H -8.222 -12.949 0.365 0.386
H -5.750 -11.763 -1.915 0.294
H -6.918 -12.986 -1.621 0.510
H -4.876 -14.236 -1.329 0.295
H -4.807 -13.722 0.226 0.432
H -3.669 -12.460 -2.222 0.289
H -2.810 -11.593 0.427 0.223
H -4.153 -10.855 -0.522 -0.569
H -2.770 -10.091 -2.198 0.384
H -1.407 -11.242 -1.624 0.521
H -1.598 -8.072 -1.991 0.134
H -0.218 -9.195 -1.808 0.465
H -0.525 -7.883 -0.689 0.176
C 4.847 -5.198 -6.829 -0.830
O 3.733 -5.405 -6.021 -0.271
C 2.830 -4.334 -6.158 -0.611
C 1.560 -4.580 -5.245 -0.795
N 1.932 -4.314 -3.805 -0.083
C 0.990 -4.480 -2.762 -0.670
C 0.404 -5.926 -2.611 0.041
O 1.357 -6.880 -2.720 -0.429
C 2.359 -6.915 -1.726 -0.721
H 4.510 -5.008 -7.848 0.343
H 5.276 -6.193 -6.946 0.269
H 5.657 -4.546 -6.502 0.286
H 2.399 -4.295 -7.159 0.460
H 3.376 -3.458 -5.808 0.326
H 1.243 -5.620 -5.313 0.314
H 0.682 -4.016 -5.560 0.535
H 2.600 -5.056 -3.654 0.288
H 0.165 -3.794 -2.954 0.620
H 1.399 -4.045 -1.850 -0.271
H -0.309 -6.146 -3.405 0.376
H -0.137 -5.828 -1.670 0.014
H 1.986 -7.078 -0.715 0.234
H 3.098 -6.117 -1.795 0.294
H 2.865 -7.813 -2.082 0.367
C 9.983 0.215 8.975 -0.773
O 8.836 0.168 8.097 -0.325
C 7.614 -0.007 8.838 -0.731
C 6.366 -0.060 7.978 -0.382
N 6.362 -1.211 7.143 -0.255
C 5.110 -1.297 6.343 -0.292
C 5.027 -2.715 5.817 -0.698
O 4.167 -2.759 4.665 -0.146
C 4.220 -3.996 3.936 -0.629
H 10.931 0.015 8.477 0.287
H 10.055 -0.590 9.707 0.311
H 10.018 1.158 9.521 0.303
H 7.423 0.729 9.619 0.390
H 7.648 -0.984 9.321 0.355
H 6.306 0.868 7.410 0.241
H 5.483 -0.102 8.616 0.392
H 7.231 -1.362 6.650 0.251
H 5.109 -0.703 5.429 0.092
H 4.300 -1.032 7.022 0.317
H 4.695 -3.417 6.583 0.270
H 6.036 -2.918 5.460 0.337
H 3.651 -3.993 3.006 -0.073
H 3.859 -4.806 4.569 0.367
H 5.292 -4.041 3.746 0.406
C 1.336 1.407 -4.310 -0.692
O 1.447 1.047 -2.975 -0.447
C 0.245 1.416 -2.228 -0.392
C 0.868 1.506 -0.753 0.732
N 1.395 0.178 -0.399 0.750
C 0.427 -0.594 0.454 -0.561
C 0.763 -2.063 0.273 -0.079
O -0.219 -2.837 0.933 -0.215
C 0.172 -4.150 1.399 -0.607
H 2.233 1.098 -4.847 0.124
H 1.194 2.484 -4.407 0.226
H 0.375 0.991 -4.610 0.320
H -0.482 0.616 -2.366 0.308
H -0.156 2.410 -2.425 0.199
H 0.157 1.957 -0.061 -1.649
H 1.744 2.150 -0.668 0.262
H 1.619 -0.249 -1.287 0.374
H -0.566 -0.445 0.029 0.307
H 0.431 -0.166 1.457 0.047
H 1.790 -2.328 0.525 0.088
H 0.798 -2.285 -0.793 -0.081
H 0.953 -4.190 2.159 0.218
H 0.563 -4.708 0.549 0.280
H -0.672 -4.702 1.812 0.190
C -1.077 -7.873 3.613 -0.739
O -2.383 -7.361 3.767 -0.072
C -2.828 -7.005 5.040 -0.836
C -4.323 -6.557 4.985 -0.148
N -4.771 -6.046 6.310 -0.291
C -6.061 -6.482 6.735 -0.544
C -6.501 -5.495 7.884 -0.750
O -6.590 -4.188 7.409 -0.199
C -7.155 -3.202 8.217 -0.883
H -0.587 -8.262 4.506 0.368
H -0.434 -7.127 3.145 0.159
H -1.097 -8.814 3.063 0.239
H -2.133 -6.298 5.493 0.362
H -2.770 -7.845 5.734 0.349
H -5.046 -7.307 4.661 0.315
H -4.404 -5.814 4.192 -0.111
H -4.734 -5.037 6.318 0.338
H -5.939 -7.498 7.111 0.406
H -6.729 -6.684 5.898 0.319
H -5.798 -5.520 8.716 0.369
H -7.483 -5.806 8.240 0.422
H -6.702 -2.272 7.874 0.220
H -6.914 -3.356 9.268 0.410
H -8.240 -3.262 8.308 0.306
C 0.317 1.392 -8.668 -0.493
O -0.565 0.483 -8.114 -0.438
C -1.461 1.047 -7.159 0.199
C -2.635 -0.005 -6.870 -0.628
N -3.614 0.186 -7.929 -0.394
C -4.672 -0.825 -7.787 -0.730
C -5.485 -0.639 -6.577 -0.618
O -5.021 -1.313 -5.428 -0.322
C -5.541 -0.784 -4.239 -0.748
H 0.990 1.706 -7.870 0.060
H -0.239 2.274 -8.985 0.296
H 0.844 1.122 -9.584 0.375
H -1.906 1.971 -7.529 0.229
H -0.792 1.385 -6.368 -0.319
H -3.134 0.118 -5.910 0.379
H -2.265 -1.029 -6.813 0.304
H -3.017 0.102 -8.740 0.264
H -4.299 -1.841 -7.655 0.335
H -5.334 -0.875 -8.652 0.457
H -6.462 -1.064 -6.807 0.450
H -5.513 0.442 -6.441 0.357
H -6.618 -0.667 -4.354 0.369
H -5.190 0.233 -4.062 0.333
H -5.464 -1.494 -3.416 0.235
C 7.797 2.321 -1.224 -0.752
O 7.010 1.835 -2.260 -0.403
C 6.156 0.797 -2.025 -0.477
C 4.956 1.098 -1.116 0.392
N 4.456 -0.220 -0.584 0.374
C 5.358 -0.726 0.466 -0.718
C 4.845 -2.014 1.137 -0.842
O 4.531 -3.172 0.444 -0.196
C 5.528 -3.565 -0.471 -0.941
H 8.194 3.291 -1.522 0.286
H 8.678 1.728 -0.981 0.313
H 7.193 2.608 -0.363 0.254
H 6.878 0.159 -1.515 0.226
H 5.991 0.332 -2.997 0.330
H 4.092 1.531 -1.620 -0.148
H 5.271 1.731 -0.286 0.036
H 3.506 -0.144 -0.250 0.020
H 5.443 -0.116 1.365 0.124
H 6.354 -0.934 0.075 0.442
H 4.075 -1.623 1.802 0.353
H 5.552 -2.272 1.926 0.503
H 6.576 -3.465 -0.189 0.317
H 5.287 -3.023 -1.385 0.322
H 5.437 -4.641 -0.622 0.278
C -8.060 0.898 -1.057 -0.973
O -6.708 0.837 -0.690 -0.161
C -6.273 1.767 0.276 -0.805
C -4.982 1.352 0.985 1.302
N -5.148 0.731 2.334 -0.182
C -5.905 -0.570 2.168 -0.179
C -5.875 -1.446 3.468 -0.564
O -6.711 -2.516 3.217 -0.298
C -6.840 -3.531 4.202 -0.509
H -8.192 1.849 -1.573 0.386
H -8.742 0.839 -0.208 0.354
H -8.476 0.187 -1.770 0.254
H -7.115 1.934 0.948 0.379
H -6.141 2.777 -0.112 0.515
H -4.317 2.215 1.004 -1.368
H -4.481 0.642 0.327 0.189
H -5.562 1.244 3.099 0.304
H -5.395 -1.173 1.417 -0.079
H -6.975 -0.404 2.044 0.157
H -6.345 -0.914 4.295 0.431
H -4.865 -1.782 3.702 0.360
H -7.471 -4.372 3.916 0.437
H -7.095 -3.202 5.210 0.213
H -5.974 -4.182 4.322 -0.004
C 4.166 2.803 -7.209 -0.982
O 3.164 3.332 -6.446 0.535
C 2.932 4.703 -6.729 -0.533
C 2.076 4.780 -8.042 -0.904
N 0.662 4.559 -7.751 0.232
C -0.204 5.755 -7.589 -0.402
C -1.610 5.207 -7.200 -0.926
O -1.533 4.273 -6.158 -0.200
C -1.091 4.832 -4.951 0.028
H 3.880 2.668 -8.252 0.228
H 4.361 1.856 -6.707 0.275
H 5.086 3.387 -7.176 0.251
H 3.866 5.236 -6.907 0.608
H 2.192 5.085 -6.026 0.022
H 2.363 4.045 -8.793 0.231
H 2.088 5.783 -8.469 0.348
H 0.442 4.185 -6.839 -0.458
H -0.362 6.309 -8.515 0.486
H 0.270 6.370 -6.825 0.325
H -2.123 4.790 -8.067 0.470
H -2.163 6.090 -6.878 0.457
H -1.371 5.882 -4.875 0.399
H -0.002 4.870 -4.998 -0.165
H -1.318 4.123 -4.155 -0.150
C -0.001 10.266 4.746 -0.789
O 1.415 10.050 4.801 -0.366
C 1.672 9.206 5.915 -0.280
C 3.224 8.992 6.135 -0.933
N 3.637 7.807 5.391 -0.311
C 3.849 7.945 3.900 -0.508
C 4.727 6.804 3.221 0.373
O 4.694 6.941 1.888 -0.354
C 5.089 5.722 1.210 -0.625
H -0.171 11.075 4.035 0.295
H -0.326 10.763 5.660 0.349
H -0.665 9.435 4.508 0.257
H 1.194 8.227 5.893 0.099
H 1.204 9.683 6.776 0.630
H 3.276 8.926 7.222 0.351
H 3.759 9.832 5.692 0.403
H 3.190 6.934 5.633 0.448
H 4.320 8.743 3.327 0.393
H 2.850 7.858 3.470 0.000
H 4.212 5.912 3.578 -0.405
H 5.796 6.827 3.432 0.337
H 4.544 5.637 0.270 0.275
H 4.822 4.875 1.842 0.188
H 6.176 5.774 1.158 0.398
C -7.816 -8.240 1.295 -0.813
O -6.550 -7.849 1.616 -0.135
C -5.519 -8.680 1.015 -0.483
C -5.447 -8.505 -0.511 -0.150
N -5.443 -7.109 -0.838 -0.391
C -3.982 -6.705 -0.913 0.141
C -3.943 -5.215 -1.062 -0.723
O -4.128 -4.604 0.157 -0.012
C -3.713 -3.306 0.278 -0.386
H -7.925 -9.325 1.274 0.052
H -7.948 -8.040 0.232 0.423
H -8.631 -8.039 1.991 0.245
H -5.808 -9.695 1.290 0.560
H -4.503 -8.560 1.391 0.287
H -6.319 -9.024 -0.907 0.291
H -4.531 -8.993 -0.844 -0.676
H -5.868 -6.747 0.004 0.430
H -3.517 -7.126 -1.805 0.278
H -3.399 -6.858 -0.005 0.130
H -4.686 -4.902 -1.795 0.290
H -2.905 -5.157 -1.391 0.251
H -3.544 -3.077 1.330 0.008
H -4.397 -2.589 -0.175 0.072
H -2.691 -3.223 -0.090 0.257
C 3.055 1.810 2.796 -0.730
O 3.144 2.866 3.748 -0.225
C 2.775 2.508 5.109 -0.034
C 2.950 3.755 5.959 -1.550
N 2.293 4.947 5.449 0.244
C 0.880 4.827 5.642 0.210
C 0.417 4.775 7.115 -1.578
O 0.260 3.415 7.572 -0.226
C -0.816 3.156 8.439 -0.846
H 3.821 1.087 3.075 0.322
H 3.251 2.162 1.783 0.111
H 2.150 1.218 2.660 0.328
H 3.465 1.704 5.364 0.107
H 1.769 2.087 5.097 0.309
H 4.030 3.876 6.045 0.402
H 2.768 3.582 7.020 0.621
H 2.499 4.912 4.461 -0.203
H 0.389 4.044 5.065 -0.260
H 0.548 5.754 5.175 0.579
H -0.549 5.247 6.932 0.602
H 0.965 5.470 7.752 0.449
H -0.920 2.211 8.972 0.260
H -1.808 3.220 7.992 0.296
H -0.731 3.908 9.224 0.326
C -0.974 2.139 2.754 -0.495
C -1.224 3.638 2.839 -0.638
C -0.015 4.514 2.270 0.869
O -0.383 5.956 2.260 -0.504
C 0.829 6.731 2.242 -0.587
N -2.281 3.781 1.958 -0.177
H -0.597 1.801 1.789 -0.480
H -1.912 1.627 2.970 0.563
H -0.221 1.913 3.510 0.097
H -1.513 3.985 3.831 0.787
H 0.227 4.212 1.251 0.165
H 0.898 4.439 2.861 -0.395
H 1.654 6.447 1.588 0.363
H 1.193 6.578 3.258 -0.170
H 0.745 7.817 2.187 0.622
H -2.390 4.775 1.821 0.066
H -3.160 3.594 2.420 0.246
C -1.436 8.543 -0.576 -1.312
C -1.611 7.274 -1.483 0.073
C -1.793 5.898 -0.756 0.012
O -2.261 4.899 -1.723 -0.219
C -2.714 3.674 -1.152 -0.474
N -2.818 7.604 -2.121 -0.802
H -2.263 8.568 0.134 0.356
H -1.346 9.395 -1.250 0.404
H -0.524 8.494 0.018 0.188
H -0.960 7.131 -2.345 0.401
H -2.532 5.985 0.041 0.202
H -0.844 5.669 -0.269 -0.127
H -3.452 3.708 -0.350 0.273
H -1.828 3.243 -0.687 -0.127
H -3.044 3.183 -2.067 0.532
H -3.049 6.849 -2.751 0.289
H -3.604 7.649 -1.488 0.284
```

Properties
Charge ... 0
Calculated total energy ... -172351.942 eV
Kohn-Sham gap ... 8.304 eV
Energy above the lowest of the compared OMol25 structures with the same formula, charge and spin ... 169.6 kcal/mol